{"formula": "C5H10ClN2", "method": "ωB97M-V/def2-TZVPD", "species": ["C", "C", "C", "C", "C", "N", "N", "Cl", "H", "H", "H", "H", "H", "H", "H", "H", "H", "H"], "positions_angstrom": [[-0.969, 0.695, -0.945], [-0.637, -0.461, 1.031], [0.833, -0.181, 0.948], [-1.860, -1.480, -0.794], [2.169, 1.503, -0.182], [-1.090, -0.383, -0.377], [1.037, 1.152, 0.612], [-1.691, 1.297, -2.351], [-0.681, -1.377, 1.598], [-1.077, 0.436, 1.574], [1.231, -0.219, 2.091], [1.459, -0.948, 0.380], [-1.097, -2.006, -1.336], [-2.342, -1.893, 0.065], [-2.710, -1.314, -1.519], [2.713, 0.745, -0.653], [2.803, 2.066, 0.631], [1.910, 2.368, -0.775]], "atomic_forces_ev_per_a": [[1.3, 3.5, -1.5], [1.6, 2.2, 1.1], [2.6, -0.8, 2.5], [-2.0, -1.2, -2.2], [-0.1, 2.5, 3.2], [-1.7, -0.4, 2.2], [-0.8, 0.7, -1.7], [0.6, -0.7, 0.9], [-1.2, -0.6, -0.6], [0.2, -1.5, -0.5], [-0.7, -0.1, -2.2], [-0.9, 0.8, 0.5], [-0.2, -1.7, 0.0], [0.2, -1.0, 0.3], [1.1, 0.6, 0.6], [0.7, -1.2, -0.8], [-0.4, -1.1, -1.3], [-0.1, 0.0, -0.6]], "orbital_gap_ev": [7.14, 9.13], "charge": 1, "lumo_ev": [-6.06, -4.87], "spin_multiplicity": 1, "de_lowest_kj_mol": 612.9, "molar_mass_g_mol": 133.6}

=====

{"formula": "C5H10ClO3", "method": "ωB97M-V/def2-TZVPD", "species": ["C", "C", "C", "C", "C", "O", "O", "O", "Cl", "H", "H", "H", "H", "H", "H", "H", "H", "H", "H"], "positions_angstrom": [[-0.684, 0.394, -1.090], [-0.418, -1.009, -1.521], [0.994, 1.943, 0.247], [0.773, 1.663, 1.666], [0.056, -2.552, 0.308], [0.535, 1.252, -0.781], [1.840, 2.868, -0.029], [0.468, -1.679, -0.596], [-0.901, -1.662, 1.970], [-1.250, 0.963, -1.790], [-1.256, 0.292, -0.222], [-1.421, -1.553, -1.844], [0.084, -0.987, -2.475], [0.753, 2.566, 2.239], [1.749, 1.142, 1.991], [-0.056, 0.901, 1.839], [-0.700, -3.215, 0.098], [0.979, -2.964, 0.734], [2.062, 2.986, -0.961]], "atomic_forces_ev_per_a": [[0.2, 0.1, 1.3], [-0.3, -1.1, -1.3], [-0.9, -1.8, -1.8], [0.3, -2.5, 0.2], [1.6, 1.5, 2.5], [0.7, 0.9, 0.4], [-0.1, 0.0, 0.6], [-0.8, 1.1, -1.2], [1.0, -0.6, -1.7], [0.0, 0.4, -0.7], [-0.8, 0.4, 1.8], [1.7, 1.0, 1.5], [0.7, -0.2, -0.2], [-0.4, 0.5, 0.3], [-1.3, 0.6, -0.5], [1.0, 1.2, -0.1], [-1.8, -1.4, -0.8], [-0.8, -0.1, 0.3], [-0.2, -0.1, -0.5]], "orbital_gap_ev": 9.58, "charge": 1, "lumo_ev": -4.30, "spin_multiplicity": 1, "de_lowest_kj_mol": 0.0, "molar_mass_g_mol": 153.6}